This record from the Open Molecules 2025 dataset describes a structure of composition C48H43F4N3O4ReSbTe. The level of theory is ωB97M-V/def2-TZVPD.

Last column: Löwdin charge in e.
Element x y z (Å)
H -4.23491 -3.75274 3.83469  0.07
H 5.43202 0.70559 0.85296  0.11
C 5.28836 3.92787 -2.52460  0.03
Re 1.40863 1.01785 1.07825  1.13
C 0.70084 3.43368 -3.86747  -0.10
C 3.96970 3.58160 -2.27825  -0.10
H -4.18807 2.66822 0.89661  0.11
H -0.88116 3.47987 -0.85922  0.07
C -1.16990 3.96227 1.68330  -0.49
H -2.95915 6.76396 1.10035  0.12
H -3.13672 -8.15950 2.30137  0.14
C -1.45196 5.31656 1.56100  -0.11
O 3.22030 2.08890 1.40592  -0.14
C 1.89974 5.29773 0.14272  -0.12
H 3.10825 0.42170 -4.09890  0.10
C -1.05708 -1.76018 4.02140  0.08
H -4.64423 -8.65395 1.51075  0.15
H 4.48530 -0.76157 0.42241  0.09
H -1.92422 1.94602 1.55983  0.09
H -4.21149 -8.24334 -1.22046  0.14
C -1.15370 4.92827 -3.87707  -0.26
H -4.84045 -6.61320 0.28387  0.14
H 0.09719 4.60105 -5.57956  0.13
C -0.99430 -2.48107 1.37923  -0.04
C -3.42054 3.40749 1.08272  -0.06
H 3.72832 8.13918 0.34297  0.12
C -2.58917 -6.77430 -1.06001  -0.11
C -3.75060 -3.50686 4.77992  -0.04
C 3.35098 0.89397 1.12678  -0.50
O 1.39406 0.51061 3.11421  -0.21
H -1.78021 -3.44836 5.66416  0.13
C -0.42024 -1.24189 1.77718  -0.22
C -3.71292 4.75926 0.95368  -0.05
H 2.39357 5.58674 3.49661  0.10
C 4.61542 1.27988 -2.00451  -0.15
H -1.52239 -6.80020 -1.27905  0.14
C 1.82586 5.00082 1.49633  -0.50
H 1.52983 2.96693 -4.38739  0.11
Sb 1.63960 1.69674 -1.56615  1.54
H 6.71941 0.86153 -2.27558  0.13
C 1.37853 0.05186 -2.86636  -0.36
C -0.09065 4.34237 -4.54658  0.02
C -2.14744 3.00285 1.45321  -0.15
H -2.64390 -8.81218 -1.79401  0.15
O 0.09142 -0.42733 0.86823  -0.22
C 2.44171 5.82032 2.43954  -0.14
C -3.71295 -8.10613 1.38026  -0.06
H -4.21376 -6.06377 1.81173  0.13
C -0.98049 -2.91371 0.04096  0.10
C -3.13898 -8.20157 -1.04223  -0.07
H -3.08453 -6.24129 -1.87449  0.14
H 5.57883 4.94632 -2.74347  0.13
H -2.29592 5.10475 -2.07581  0.12
H -1.90933 -8.74150 0.53435  0.19
H -1.98838 -4.77872 4.55936  0.12
H -3.97326 -2.46664 5.01492  0.09
C -1.55967 -4.08787 -0.31385  -0.17
C 0.43418 3.13000 -2.53253  -0.38
H -2.63365 -5.16150 2.69320  0.10
H -4.18595 -4.12705 5.56204  0.10
C 2.23133 -0.19368 -3.93859  -0.10
C 1.97262 -1.23634 -4.81520  0.02
H 3.60023 7.59331 2.75087  0.12
C 0.17174 0.39682 3.55724  -0.64
H -0.68806 6.06377 1.73809  0.11
C 3.12700 6.95211 2.02018  -0.05
C -0.64743 3.72341 -1.88945  -0.13
C 6.25205 2.93504 -2.50045  -0.26
H 4.70658 -0.30946 2.11676  0.12
C -0.45042 -0.91064 3.12886  -0.02
C -3.96730 -6.66384 0.94134  -0.12
H 3.20825 4.34972 -2.32469  0.09
O -0.46862 1.20111 4.19213  0.08
C -0.03272 -1.77891 -3.56536  0.00
C -1.60356 -3.31728 2.34208  -0.09
H 2.62207 -1.44745 -5.65367  0.13
Te 0.74992 3.41303 2.35937  1.71
H -4.70843 5.07162 0.66894  0.12
C -1.45206 4.63201 -2.55868  0.02
F 0.59384 -3.02353 -5.44196  0.10
C -2.24945 -3.73572 4.72608  -0.16
C 3.62600 2.26209 -2.00467  -0.37
C -2.19813 -4.95160 0.62057  -0.11
F -1.55296 -4.41833 -1.61480  0.09
C -2.73119 5.71084 1.19419  -0.05
C 2.58743 6.42864 -0.26569  -0.06
F -1.91693 5.80216 -4.52766  0.11
H 4.35721 0.23900 -1.83797  0.10
H 2.63466 6.67845 -1.31792  0.12
C -2.18791 -4.52938 1.94282  0.07
C 3.19864 7.25448 0.66923  -0.04
H -0.45611 -0.50204 -1.89824  0.09
C 4.57492 0.08148 1.10209  0.01
H -3.13199 -9.80270 0.29431  0.19
H -0.51362 -2.30725 -0.72272  0.11
F 7.51937 3.25914 -2.73502  0.11
N -1.60493 -2.92417 3.66652  0.00
H -0.91696 -2.39421 -3.46766  0.12
N -2.90351 -8.80691 0.30900  0.08
H 1.39248 4.68093 -0.58531  0.06
H -1.10488 -1.50306 5.07167  0.17
C 0.84829 -2.01430 -4.60702  -0.27
C 5.93718 1.60824 -2.25344  0.02
N -2.79732 -6.14581 0.25011  -0.07
C 0.24293 -0.73710 -2.69579  -0.14

Summary:
- spin multiplicity = 2
- strongest force on any atom (hartree/bohr) = 0.0154
- molecular weight (g/mol) = 1237.448
- energy above the lowest of the compared OMol25 structures with the same formula, charge and spin (kcal/mol) = 14.4
- frontier orbital gap (spin up / spin down) (eV) = 6.59 / 6.82
- charge = +3
- <S²> = 0.77

This record from the Open Molecules 2025 dataset describes a cluster of 2 separate species, C21H29ClF3N2O4SSi in total in a non-equilibrium geometry. The level of theory is ωB97M-V/def2-TZVPD.

Last column: Löwdin charge in e.
Element x y z (Å)
C -2.31977 5.99846 5.77060  -0.06
C -1.03281 3.99780 4.32342  -0.14
H 1.52824 1.42368 -2.84562  0.14
C -1.19388 6.30958 5.00628  -0.05
Cl -1.45127 2.19038 -1.29450  0.80
H -0.82047 7.33093 4.98069  0.12
C -2.80893 4.69173 5.80698  -0.06
C 3.24128 0.83211 -0.72216  0.00
H 1.14006 -2.17060 -5.14271  0.11
C -2.51998 -1.90760 -1.64246  -0.21
C 0.59593 0.04387 -1.16577  -0.36
O 0.57372 0.45130 -6.26837  0.01
C -2.16937 3.68462 5.08166  0.00
C -0.30082 -3.73280 -2.82550  -0.20
H -0.19604 -4.44933 0.65194  0.05
C 2.72502 -2.97844 -1.44906  -0.06
N -0.63217 0.81204 -0.63453  -0.47
F 4.01202 -3.99153 0.46946  0.02
C 1.79860 0.87074 -0.34740  -0.11
O 0.24449 -1.85799 -5.46816  -0.01
C 1.91348 -2.28856 -0.20306  -0.21
O 0.67936 3.24850 2.94765  0.07
H -2.81851 6.77923 6.34231  0.12
C -1.17128 -4.05956 0.13580  -0.23
H 2.80358 -2.32501 -2.41677  0.12
H 1.58029 -3.18428 0.51260  0.12
H -1.96545 -3.63159 0.91724  0.06
H -0.49125 1.36184 -4.04396  0.13
C 1.06191 0.33109 -2.73105  -0.10
H -2.56293 2.67123 5.12049  0.12
C -0.54414 5.31031 4.27898  0.01
H -3.40227 0.18466 1.19959  0.12
S -0.15219 -1.05534 1.10903  1.02
H -2.81489 -2.22086 -2.75615  0.07
C 0.53772 -1.49978 -0.61670  -0.56
H -1.22600 -3.80106 -3.53836  0.06
H -1.64133 -4.98528 -0.43623  0.07
H 0.33401 5.56830 3.69074  0.12
H 2.68579 -1.66125 0.41264  0.12
C -0.15612 0.23762 -3.82288  -0.11
C -1.20346 0.38775 0.54225  -0.43
H 3.65602 1.69030 -1.44033  0.10
H 1.49267 1.49007 0.60318  0.12
H -2.84579 2.00364 1.17224  0.09
C -2.49530 0.91314 1.40334  -0.06
F 4.77401 -4.41375 -1.76991  0.01
H 1.92653 -0.40280 -3.08610  0.13
H 4.03164 0.05943 -0.33621  0.08
C 0.26513 -0.39858 -5.27911  -0.27
H -1.11679 -0.32053 -3.45672  0.10
H 0.66820 -3.28704 -3.32420  0.02
H -2.53690 -0.73589 -1.62991  0.02
O -0.81528 1.79386 3.62850  0.00
H -3.68780 4.45736 6.40381  0.11
F 5.14848 -2.20472 -0.76046  0.02
N -0.34106 2.93858 3.57911  -0.30
H 2.20932 -4.03672 -1.64861  0.14
H -0.05711 -4.85032 -2.48557  0.07
H -3.33827 -2.40683 -0.95432  0.07
C 4.23926 -3.36974 -0.85621  -0.24
Si -0.81616 -2.71284 -1.25000  0.48
H -2.22097 0.87643 2.55852  0.09

Summary:
- spin multiplicity = 1
- strongest force on any atom (hartree/bohr) = 0.1731
- molecular weight (g/mol) = 526.073
- energy above the lowest of the compared OMol25 structures with the same formula, charge and spin (kcal/mol) = 196.7
- frontier orbital gap (eV) = 6.13
- charge = +1

Sequential electronic energy output: -89940.6320; -72783.8476 eV